[1]
ORCA calculation (ωB97M-V/def2-TZVPD) on a structure of composition C23H73CoN9O17 in a non-equilibrium geometry.

```
123
C23H73CoN9O17 | the Open Molecules 2025 dataset | ωB97M-V/def2-TZVPD
Co -2.716 0.399 -1.474
O -1.701 -1.361 -2.103
C -0.677 -1.589 -1.126
C -0.370 -0.436 -0.100
O -1.371 0.529 0.091
H 0.204 -1.869 -1.716
H -0.917 -2.542 -0.636
H 0.525 0.034 -0.532
H -0.085 -0.905 0.849
C 9.547 4.062 1.536
O 8.692 4.420 0.471
C 7.285 4.229 0.715
C 6.768 2.831 0.708
N 6.999 2.161 -0.573
C 6.529 0.794 -0.628
C 4.996 0.581 -0.587
O 4.680 0.047 0.672
C 3.336 -0.209 0.816
H 9.474 2.984 1.694
H 9.336 4.608 2.462
H 10.535 4.376 1.201
H 6.827 4.852 -0.055
H 7.091 4.720 1.674
H 5.696 2.733 0.882
H 7.277 2.363 1.565
H 7.981 2.197 -0.811
H 6.953 0.171 0.171
H 6.991 0.363 -1.519
H 4.637 -0.086 -1.376
H 4.409 1.509 -0.630
H 2.750 0.717 0.730
H 3.066 -0.623 1.792
H 2.875 -0.963 0.164
C 3.479 -2.984 5.269
O 2.285 -2.966 4.511
C 1.076 -2.827 5.242
C -0.020 -2.665 4.176
N -0.362 -4.031 3.689
C -1.266 -4.016 2.505
C -2.546 -3.195 2.597
O -3.490 -3.743 3.466
C -3.831 -5.100 3.336
H 4.258 -2.588 4.617
H 3.768 -4.035 5.376
H 3.496 -2.477 6.233
H 1.193 -1.911 5.829
H 0.801 -3.681 5.865
H 0.448 -2.087 3.365
H -0.934 -2.142 4.452
H 0.591 -4.309 3.477
H -1.355 -5.084 2.314
H -0.582 -3.546 1.785
H -2.931 -3.330 1.574
H -2.378 -2.174 2.930
H -4.690 -5.259 3.988
H -3.024 -5.746 3.685
H -4.162 -5.344 2.321
C -5.731 0.605 -2.708
O -4.341 0.768 -2.875
C -4.095 1.486 -4.094
C -2.585 1.424 -4.231
N -1.952 1.896 -2.946
C -0.491 1.873 -3.058
C 0.294 2.830 -2.200
O 0.597 4.090 -2.791
C 1.614 4.084 -3.772
H -6.263 1.479 -2.333
H -5.927 -0.218 -2.019
H -6.187 0.152 -3.592
H -4.492 2.504 -4.097
H -4.555 0.970 -4.941
H -2.290 1.985 -5.121
H -2.195 0.411 -4.353
H -2.096 2.882 -3.183
H -0.156 2.038 -4.089
H -0.124 0.874 -2.807
H 1.169 2.320 -1.785
H -0.261 3.169 -1.320
H 1.619 5.080 -4.212
H 1.448 3.289 -4.502
H 2.569 3.949 -3.255
C -5.308 0.724 2.929
O -6.193 -0.070 3.245
N -5.379 2.047 3.139
N -4.132 0.283 2.404
H -6.064 2.486 3.727
H -4.576 2.630 2.970
H -4.037 -0.717 2.366
H -3.471 0.885 1.941
C 0.982 2.337 2.751
O 1.574 3.132 3.480
N 0.587 2.674 1.472
N 0.546 1.148 3.167
H 0.941 3.515 1.057
H 0.139 1.939 0.937
H 0.756 0.977 4.136
H 0.028 0.545 2.550
C -4.511 -3.348 -3.616
O -5.216 -4.329 -3.905
N -3.432 -3.484 -2.864
N -4.859 -2.065 -3.899
H -3.233 -4.396 -2.493
H -2.764 -2.717 -2.721
H -5.686 -1.985 -4.470
H -4.214 -1.301 -3.999
O 2.580 -0.183 -2.941
H 1.707 -0.592 -2.922
H 3.083 -0.718 -3.564
O -2.489 2.795 1.718
H -2.063 3.465 2.263
H -1.758 2.371 1.237
O -3.767 2.222 -0.659
H -3.281 2.378 0.161
H -4.194 3.061 -0.849
O -1.268 -1.739 -5.074
H -1.135 -2.654 -5.339
H -1.367 -1.771 -4.109
O -4.058 -0.834 -0.538
H -4.600 -0.877 0.261
H -3.869 -1.756 -0.770
O 0.684 -4.056 -3.140
H 0.208 -3.230 -3.003
H 0.093 -4.590 -3.681
```

- HOMO level (alpha / beta): -8.59 / -8.59 eV
- Spin multiplicity: 4
- ⟨S²⟩: 3.7551



[2]
ORCA calculation (ωB97M-V/def2-TZVPD) on a cluster of 13 separate species, C23H77O28P5 in total in a non-equilibrium geometry.

```
133
C23H77O28P5 | the Open Molecules 2025 dataset | ωB97M-V/def2-TZVPD
C 8.721 12.639 -11.361
O 8.572 13.797 -12.047
H 9.393 12.874 -10.536
H 7.703 12.439 -11.025
H 9.194 11.916 -12.024
H 8.047 13.646 -12.836
C 6.851 20.967 -8.562
O 5.871 20.571 -9.522
H 7.562 21.691 -8.960
H 6.247 21.354 -7.741
H 7.459 20.117 -8.251
H 6.318 19.952 -10.103
C 5.815 16.281 -12.402
O 5.547 17.317 -11.577
H 6.768 15.847 -12.100
H 5.094 15.465 -12.361
H 5.944 16.663 -13.415
H 6.385 17.732 -11.360
C 11.428 14.567 -16.024
O 12.604 14.853 -16.708
H 10.690 14.962 -16.721
H 11.223 13.498 -16.079
H 11.391 14.983 -15.017
H 12.837 14.304 -17.461
C 10.122 24.176 -14.255
O 11.457 24.585 -14.076
H 10.128 23.096 -14.402
H 9.532 24.381 -13.361
H 9.695 24.808 -15.034
H 11.854 24.908 -14.888
C 8.219 20.499 -16.271
O 9.558 20.864 -15.942
H 7.990 21.343 -16.922
H 8.166 19.552 -16.808
H 7.600 20.567 -15.376
H 10.043 21.027 -16.754
C 12.528 18.279 -15.763
O 13.666 18.424 -16.569
H 11.906 17.413 -15.992
H 12.943 18.236 -14.756
H 11.893 19.161 -15.850
H 14.303 17.761 -16.293
C 7.652 16.530 -16.279
O 7.283 15.268 -16.472
H 6.896 17.313 -16.349
H 8.068 16.565 -15.272
H 8.469 16.827 -16.937
H 7.540 15.058 -17.373
C 12.829 19.849 -5.645
O 12.572 20.350 -7.035
P 13.464 21.566 -7.615
O 14.842 21.600 -7.112
O 13.223 21.548 -9.213
C 13.665 22.686 -10.007
O 12.633 22.876 -7.211
C 11.219 22.919 -7.471
H 13.324 18.878 -5.684
H 11.984 19.762 -4.961
H 13.464 20.591 -5.162
H 14.710 22.535 -10.274
H 13.689 23.487 -9.269
H 12.968 22.952 -10.802
H 10.885 23.942 -7.642
H 10.783 22.497 -6.566
H 11.062 22.346 -8.385
C 5.933 19.918 -5.228
O 6.970 19.494 -4.362
P 8.336 18.806 -4.990
O 8.658 19.030 -6.381
O 7.966 17.327 -4.534
C 8.707 16.212 -5.089
O 9.501 19.216 -3.955
C 9.469 20.550 -3.389
H 6.000 19.485 -6.226
H 5.939 21.002 -5.349
H 4.988 19.726 -4.721
H 8.403 15.300 -4.575
H 9.763 16.200 -4.819
H 8.534 16.207 -6.165
H 8.655 21.214 -3.681
H 10.461 20.953 -3.591
H 9.356 20.510 -2.305
C 9.469 25.469 -9.938
O 8.942 26.031 -11.045
P 7.368 25.998 -11.415
O 6.362 26.615 -10.479
O 7.117 24.441 -11.814
C 5.848 23.813 -11.930
O 7.516 26.615 -12.850
C 6.390 26.673 -13.762
H 10.291 26.091 -9.584
H 9.846 24.477 -10.187
H 8.722 25.343 -9.154
H 5.623 23.427 -12.924
H 5.002 24.449 -11.669
H 5.871 23.012 -11.191
H 6.580 26.168 -14.709
H 6.381 27.712 -14.089
H 5.481 26.315 -13.279
C 14.602 17.484 -8.259
O 13.841 18.090 -9.284
P 14.190 17.532 -10.780
O 15.669 17.571 -11.197
O 13.528 16.057 -10.873
C 13.736 15.229 -11.986
O 13.232 18.448 -11.687
C 13.663 19.774 -11.905
H 15.475 16.902 -8.552
H 13.968 16.780 -7.720
H 14.929 18.194 -7.499
H 14.538 14.502 -11.856
H 13.966 15.735 -12.924
H 12.784 14.722 -12.141
H 14.245 19.831 -12.824
H 14.459 20.051 -11.214
H 12.845 20.490 -11.987
C 9.383 21.332 -11.851
O 10.135 20.238 -11.498
P 9.578 18.714 -11.432
O 8.110 18.714 -11.223
O 10.061 18.099 -12.898
C 10.110 16.674 -12.980
O 10.528 18.173 -10.337
C 10.590 18.633 -9.023
H 9.925 22.260 -12.036
H 8.643 21.547 -11.081
H 8.744 21.017 -12.675
H 9.918 16.561 -14.047
H 9.324 16.035 -12.578
H 11.131 16.356 -12.770
H 10.150 17.901 -8.346
H 9.989 19.530 -8.872
H 11.561 18.888 -8.599
```

- Relative energy (zero: lowest compared OMol25 entry of this formula, charge and spin): 72.2 kcal per mole
- HOMO level: -9.44 eV